[1]
{"formula": "C4H10N2O", "method": "ωB97M-V/def2-TZVPD", "symbols": ["C", "C", "N", "C", "O", "C", "N", "H", "H", "H", "H", "H", "H", "H", "H", "H", "H"], "coordinates": [[-2.33, -1.29, -0.51], [-0.85, -1.27, -0.89], [0.06, -1.08, 0.27], [0.75, 0.07, 0.59], [1.78, -0.02, 1.20], [-0.01, 1.36, 0.27], [0.90, 2.21, -0.58], [-2.57, -2.27, -0.11], [-2.93, -1.14, -1.40], [-2.61, -0.50, 0.19], [-0.58, -2.18, -1.42], [-0.60, -0.46, -1.58], [0.50, -1.95, 0.50], [-0.12, 1.96, 1.16], [-0.86, 1.11, -0.35], [1.62, 2.62, 0.00], [1.30, 1.60, -1.27]], "mulliken_charge": [-1.046, -0.623, -0.151, 0.450, -0.632, -0.422, -0.600, 0.341, 0.307, 0.309, 0.410, 0.325, 0.263, 0.325, 0.265, 0.259, 0.222], "e_above_lowest_kj_mol": 125.2, "charge": 0, "total_energy_ha": -343.1538, "homo_lumo_gap_ha": 0.371}

***

[2]
{"formula": "C4H10N2O", "method": "ωB97M-V/def2-TZVPD", "symbols": ["C", "C", "N", "C", "N", "C", "O", "H", "H", "H", "H", "H", "H", "H", "H", "H", "H"], "coordinates": [[0.38, 1.47, 1.15], [0.25, -0.01, 0.70], [0.03, -0.73, 1.99], [-0.85, -0.03, -0.36], [-0.32, 0.10, -1.71], [0.12, -0.96, -2.41], [-0.13, -2.10, -2.09], [-0.46, 1.67, 1.82], [1.25, 1.59, 1.81], [0.45, 2.14, 0.29], [1.17, -0.49, 0.34], [0.87, -1.19, 2.32], [-0.63, -1.50, 1.88], [-1.39, -0.98, -0.29], [-1.60, 0.75, -0.26], [0.07, 0.99, -1.92], [0.79, -0.71, -3.25]], "mulliken_charge": [-1.381, 0.510, -0.722, -0.837, -0.140, 0.055, -0.546, 0.361, 0.363, 0.311, 0.316, 0.262, 0.225, 0.363, 0.278, 0.248, 0.335], "e_above_lowest_kj_mol": 127.6, "charge": 0, "total_energy_ha": -343.1529, "homo_lumo_gap_ha": 0.377}

***

[3]
{"formula": "C4H10N2O", "method": "ωB97M-V/def2-TZVPD", "symbols": ["N", "C", "O", "H", "H", "H", "H", "H", "C", "C", "N", "C", "H", "H", "H", "H", "H"], "coordinates": [[-1.32, 1.24, 0.15], [-1.05, 1.02, 1.87], [-1.64, 1.96, 2.45], [-0.50, 1.09, -0.46], [-1.50, 2.24, 0.20], [-2.14, 0.73, -0.15], [-1.41, -0.03, 1.96], [0.06, 0.99, 1.87], [0.12, -1.67, -2.14], [0.61, -1.36, -0.94], [1.18, -0.11, -0.66], [2.13, -0.12, 0.18], [0.10, -0.93, -2.93], [-0.27, -2.66, -2.33], [0.58, -2.18, -0.22], [2.67, 0.79, 0.40], [2.40, -1.01, 0.75]], "mulliken_charge": [-0.511, -0.024, -0.701, 0.345, 0.344, 0.302, 0.212, 0.095, -0.740, 0.082, -0.466, -0.343, 0.278, 0.254, 0.315, 0.313, 0.245], "e_above_lowest_kj_mol": 390.5, "charge": 0, "total_energy_ha": -343.0527, "homo_lumo_gap_ha": 0.295}

***

[4]
{"formula": "C4H10N2O", "method": "ωB97M-V/def2-TZVPD", "symbols": ["H", "N", "C", "C", "C", "N", "C", "O", "H", "H", "H", "H", "H", "H", "H", "H", "H"], "coordinates": [[-1.88, 0.03, 0.37], [-1.31, -0.75, 1.03], [-0.08, -0.53, 1.08], [0.98, -1.53, 1.48], [0.51, 0.78, 0.50], [0.62, 0.73, -0.97], [-0.50, 0.41, -1.73], [-1.80, 1.22, -1.11], [0.52, -2.48, 1.74], [1.73, -1.67, 0.70], [1.54, -1.13, 2.33], [1.47, 1.06, 0.93], [-0.19, 1.58, 0.72], [1.48, 0.31, -1.29], [-0.28, 0.43, -2.80], [-0.94, -0.56, -1.47], [-1.86, 2.10, -1.51]], "mulliken_charge": [0.411, -0.783, 0.890, -1.275, -0.889, -0.215, -0.553, -0.620, 0.355, 0.310, 0.312, 0.433, 0.277, 0.278, 0.405, 0.377, 0.287], "e_above_lowest_kj_mol": 305.9, "charge": 0, "total_energy_ha": -343.0849, "homo_lumo_gap_ha": 0.342}

***

[5]
{"formula": "C4H10N2O", "method": "ωB97M-V/def2-TZVPD", "symbols": ["C", "C", "C", "N", "C", "O", "N", "H", "H", "H", "H", "H", "H", "H", "H", "H", "H"], "coordinates": [[0.36, 0.54, 0.37], [1.43, 1.38, -0.30], [-0.24, -1.80, 0.59], [0.12, -0.67, -0.25], [-1.47, 0.25, -0.73], [2.68, 0.72, -0.24], [-2.53, -0.29, -0.37], [2.52, -0.18, -0.59], [-3.15, 0.10, 0.32], [-0.72, 1.22, 0.10], [0.37, 0.55, 1.47], [1.56, 2.34, 0.22], [1.14, 1.59, -1.34], [-1.04, 0.59, -1.66], [0.31, -2.68, 0.26], [-1.31, -2.01, 0.49], [-0.03, -1.65, 1.65]], "mulliken_charge": [-0.164, -0.520, -0.823, -0.382, 0.037, -0.516, -0.587, 0.329, 0.238, 0.129, 0.463, 0.356, 0.202, 0.368, 0.257, 0.320, 0.292], "e_above_lowest_kj_mol": 578.7, "charge": 0, "total_energy_ha": -342.9811, "homo_lumo_gap_ha": 0.328}

***

[6]
{"formula": "C4H10N2O", "method": "ωB97M-V/def2-TZVPD", "symbols": ["C", "C", "C", "C", "N", "N", "O", "H", "H", "H", "H", "H", "H", "H", "H", "H", "H"], "coordinates": [[-0.40, 0.84, 0.76], [0.79, -1.15, -0.39], [0.40, -1.10, -1.87], [-0.36, -0.61, 0.47], [-1.59, 1.28, 1.25], [0.53, 1.76, 0.34], [-1.40, -1.30, 0.64], [0.27, -0.21, 1.65], [-2.24, 0.52, 1.41], [-1.64, 2.10, 1.82], [1.39, 1.38, -0.01], [0.68, 2.56, 0.95], [1.73, -0.62, -0.22], [0.94, -2.18, -0.07], [1.18, -1.55, -2.49], [-0.53, -1.64, -2.03], [0.25, -0.07, -2.21]], "mulliken_charge": [-0.159, -0.460, -1.057, 0.903, -0.434, -0.468, -0.811, -0.056, 0.261, 0.202, 0.217, 0.229, 0.385, 0.305, 0.340, 0.301, 0.302], "e_above_lowest_kj_mol": 261.4, "charge": 0, "total_energy_ha": -343.1019, "homo_lumo_gap_ha": 0.318}

***

[7]
{"formula": "C4H10N2O", "method": "ωB97M-V/def2-TZVPD", "symbols": ["C", "C", "C", "N", "C", "N", "O", "H", "H", "H", "H", "H", "H", "H", "H", "H", "H"], "coordinates": [[2.40, -0.20, -0.57], [1.07, -0.71, -0.08], [0.15, 0.09, 0.49], [0.20, 1.47, 0.51], [-1.17, -0.49, 0.92], [-1.97, -0.66, -0.30], [-2.57, 0.59, -0.68], [3.04, 0.12, 0.26], [2.93, -0.97, -1.12], [2.28, 0.67, -1.22], [0.99, -1.77, 0.06], [0.93, 1.89, -0.05], [-0.70, 1.92, 0.38], [-1.63, 0.16, 1.68], [-1.03, -1.48, 1.34], [-2.68, -1.40, -0.04], [-2.25, 0.75, -1.58]], "mulliken_charge": [-1.275, -0.329, 0.727, -0.560, -1.039, -0.261, -0.438, 0.290, 0.342, 0.336, 0.294, 0.199, 0.266, 0.408, 0.440, 0.257, 0.344], "e_above_lowest_kj_mol": 326.9, "charge": 0, "total_energy_ha": -343.0770, "homo_lumo_gap_ha": 0.321}

***

[8]
{"formula": "C4H10N2O", "method": "ωB97M-V/def2-TZVPD", "symbols": ["C", "C", "C", "N", "C", "N", "O", "H", "H", "H", "H", "H", "H", "H", "H", "H", "H"], "coordinates": [[-0.35, 2.11, 1.40], [0.32, 0.73, 1.21], [-0.41, 0.16, -0.07], [-1.66, -0.53, 0.24], [0.54, -0.68, -0.87], [0.89, -1.84, -0.33], [0.97, -0.06, -1.90], [0.48, 2.64, 1.97], [-0.30, 2.55, 0.39], [-1.41, 2.19, 1.81], [0.15, 0.17, 2.09], [1.38, 0.99, 0.96], [-0.71, 0.90, -0.69], [-1.67, -1.32, -0.37], [-2.44, 0.03, 0.31], [0.40, -2.32, 0.39], [1.15, -2.65, -1.02]], "mulliken_charge": [-1.128, -0.475, 0.009, -0.649, 0.185, -0.436, -0.637, 0.318, 0.363, 0.279, 0.338, 0.342, 0.500, 0.203, 0.203, 0.297, 0.286], "e_above_lowest_kj_mol": 214.0, "charge": 0, "total_energy_ha": -343.1200, "homo_lumo_gap_ha": 0.362}